Entry from the OMol25 dataset: 7 unconnected molecules or ions with the total composition C42H105O28P7 at a distorted geometry (ωB97M-V/def2-TZVPD).

Frontier orbital gap   10.586 eV

XYZ file:
```
182
Properties=species:S:1:pos:R:3:forces:R:3
P 0.3712 -0.5084 0.8330 0.7 -0.7 1.4
P -6.6781 1.8524 -9.1000 0.6 0.5 0.9
P 5.0876 -0.9422 8.9024 -1.0 -0.2 0.5
P -2.7961 5.1509 9.8541 -0.4 -0.2 0.7
P 7.0843 -1.4423 -10.3778 2.7 -1.2 0.4
P 8.3199 -8.8387 0.6688 0.7 -0.9 2.4
P -11.8771 3.9752 -0.8397 0.9 -0.4 -0.8
O -0.8106 -1.3931 1.4928 1.3 0.6 -1.0
O -5.8881 1.7243 -10.4936 -1.3 -1.3 0.6
O -8.2336 1.6617 -9.5272 3.2 0.5 -1.2
O -2.7565 6.5061 8.9228 -0.8 -1.3 1.2
O 4.9629 -0.3308 10.3843 -1.5 1.3 -2.1
O -3.7323 4.0688 9.4946 1.2 0.9 -0.4
O -0.1833 -0.1495 -0.6170 -0.2 -1.0 0.6
O 8.5302 -0.6309 -10.7452 -4.2 -0.7 0.0
O 7.1890 -2.9234 -10.6264 -0.3 2.5 0.7
O -11.8661 4.1913 0.6141 -0.1 0.0 -0.4
O -6.4280 0.4685 -8.2500 -0.4 1.7 -0.8
O 4.6187 0.2536 7.9503 -1.4 -2.4 0.2
O -6.2420 3.0991 -8.3876 -1.1 -1.7 -0.7
O -12.5133 5.1085 -1.7623 -0.6 -2.0 0.5
O -10.3909 3.9263 -1.4887 -0.7 0.1 0.5
O 6.4167 -1.4249 8.6127 0.8 -0.8 -0.3
O -3.1615 5.7134 11.3497 1.2 -0.6 -1.5
O 7.4929 -9.7221 -0.3654 1.0 0.4 0.6
O 7.4193 -8.7530 2.0996 1.9 0.4 -2.6
O 8.8557 -7.5974 0.1276 -0.7 0.5 0.1
O 3.9006 -2.0760 8.8553 2.9 2.5 -0.1
O 0.8079 0.6134 1.7294 -0.3 -1.6 -1.7
O -1.2438 4.6614 9.9740 -1.9 0.5 -0.1
O 9.4902 -9.8402 1.1322 -4.7 1.0 1.5
O -12.5545 2.5794 -1.3412 -0.9 4.5 0.4
O 6.7810 -0.9642 -8.8509 1.1 -0.3 -2.2
O 6.0158 -0.6885 -11.2454 0.5 0.4 1.3
O 1.4919 -1.6950 0.5382 -2.3 1.9 -0.7
C 6.1495 -0.7296 -12.6398 0.0 1.9 -1.9
C 3.6870 -1.4681 1.4840 -0.8 -1.0 0.2
C -9.6209 3.0036 -8.0094 0.8 0.1 -0.4
C -9.2223 1.6327 -8.5802 -2.5 0.3 1.6
C -3.7684 6.9989 11.4633 -0.8 0.0 0.1
C 7.1114 -9.9652 2.7684 0.1 -1.2 0.4
C 2.5877 -1.5752 8.7478 -1.7 -1.6 -1.2
C 10.0678 -0.3844 -8.9559 0.6 0.8 -0.8
C -4.2899 7.2096 12.8927 0.7 0.0 -0.3
C -5.2141 0.3594 -7.4231 -0.4 0.4 -1.2
C 4.8482 2.3538 6.6896 0.4 -2.6 2.4
C 4.9591 -1.4013 -13.2386 0.1 -1.5 -0.3
C 10.8297 -11.5157 0.3047 1.0 0.9 0.3
C 0.5598 0.5963 -1.5833 0.6 1.8 1.2
C 0.4384 2.1168 -1.2161 0.6 -0.6 -1.2
C -11.5322 7.0311 -2.7141 0.1 1.3 -1.0
C -12.3066 6.5188 -1.5452 0.2 -1.1 -0.2
C 5.4286 -1.0244 11.4585 3.5 -1.0 2.4
C 10.6940 -10.0287 0.5386 0.6 -0.4 -1.3
C -8.0391 3.9819 -1.4751 2.4 -0.1 0.1
C 9.7180 -1.1173 -10.2176 0.7 -1.5 1.0
C -2.4873 0.3362 2.2597 0.6 -2.9 -0.2
C 5.1381 -9.3910 -0.5882 -0.8 1.0 0.3
C 5.7345 -1.5626 -8.1125 -1.1 -0.9 0.1
C -5.3056 -0.9240 -6.6575 0.3 -0.4 -0.6
C 5.2705 1.4660 7.9147 1.8 2.3 0.6
C 6.9490 -0.6163 11.7897 -1.1 0.1 0.0
C -2.1882 -1.0431 1.4373 -0.4 1.9 0.9
C 2.2897 -2.1364 1.6104 1.2 0.9 0.7
C 6.2214 -1.9014 -6.7120 -0.3 0.9 -0.8
C -9.2343 3.7505 -0.6175 -1.5 -0.1 -0.8
C -0.3066 5.6186 10.4339 1.4 0.8 -0.1
C 5.8659 -9.7637 3.5760 -1.3 -0.2 -0.7
C -6.0398 2.7098 -11.5193 0.9 1.4 -0.3
C -11.9943 1.3508 -1.1265 0.6 -1.9 -2.0
C 1.9046 -2.8493 8.1300 -1.2 1.9 0.7
C -2.9569 7.3553 6.5810 -0.5 -1.2 0.8
C 6.5150 -9.1613 -1.2028 -2.8 -1.4 -0.4
C -5.3574 2.2541 -12.8116 0.1 -0.4 0.3
C -2.1768 6.5390 7.6139 1.5 -0.2 -0.2
C -11.4231 0.8869 -2.5150 0.3 -0.4 1.8
C 0.4579 5.1129 11.6199 -0.7 -0.7 0.9
H -6.1226 1.9918 -13.5422 0.3 -0.2 -0.1
H -11.7779 6.6753 -0.6050 -0.4 0.1 0.1
H 10.6846 -12.0195 1.2603 0.2 -0.4 -0.3
H -4.6712 2.9749 -13.2563 -0.3 0.3 0.2
H -13.3244 6.9067 -1.5879 0.3 0.4 0.6
H 0.7566 2.6865 -2.0892 -0.1 0.1 -0.2
H -4.5701 6.9894 10.7249 -0.2 0.6 0.1
H -2.3061 7.6477 5.7569 0.0 0.4 0.3
H -9.8487 3.6956 -8.8202 -0.2 -0.1 -0.2
H 0.6504 4.0435 11.5335 0.5 0.1 -0.3
H 9.6506 -2.1556 -9.8928 -0.3 -0.4 -0.7
H 4.8607 -8.6729 0.1835 0.2 0.0 0.2
H 10.6948 -9.5926 -0.4604 0.5 0.7 0.1
H 3.6027 -0.4099 1.2368 -0.1 -0.1 0.1
H -3.7073 6.6892 6.1550 -0.2 0.1 -0.1
H 5.4467 -2.1069 11.3326 -0.1 -0.1 -0.5
H -5.0791 1.2373 -6.7913 -0.2 0.1 -0.1
H 6.1693 0.2796 -13.0513 -0.4 0.7 0.7
H 5.4339 -2.4078 -6.1538 0.1 0.1 0.1
H 1.3529 5.6954 11.8384 0.0 -0.1 -0.2
H -1.9446 5.5431 7.2365 -0.6 -0.3 0.0
H 2.1650 -1.2770 9.7073 0.1 -0.3 0.2
H 11.8506 -11.5405 -0.0762 0.1 -1.1 0.0
H -9.3293 2.7150 -0.2908 0.6 0.1 0.5
H -7.0567 3.0155 -11.7656 -0.3 -0.6 0.5
H -8.7647 3.4629 -7.5155 -0.1 -0.1 0.4
H 7.0728 0.4219 12.0979 -0.6 0.2 0.1
H 5.4154 -10.7032 3.8962 0.4 -0.2 0.2
H -4.3864 -1.0603 -6.0877 -0.2 0.1 0.4
H -10.4634 1.3638 -2.7143 -0.1 0.1 -0.1
H 6.3524 1.3401 7.9560 0.2 -0.4 -0.4
H -5.3085 6.8789 13.0957 0.1 -0.1 -0.3
H -11.2599 -0.1783 -2.3508 0.2 -0.2 -0.6
H 2.0018 -2.8884 7.0450 0.8 -0.4 0.2
H 6.9676 -10.7617 2.0384 -0.4 0.0 -0.2
H -3.5645 0.4173 2.4052 0.0 0.6 -0.6
H 4.9051 -0.8601 -8.1941 -0.1 0.1 0.6
H -10.4910 2.9475 -7.3553 0.2 -0.2 0.1
H -10.7805 6.4051 -3.1949 -0.1 -0.5 0.6
H -0.7226 6.5861 10.7151 -0.5 0.0 -0.2
H -0.5759 2.4341 -0.9741 0.1 -0.3 0.1
H -12.8201 0.6771 -0.8980 0.1 0.0 0.4
H 2.2593 -3.6876 8.7295 0.0 -0.2 -0.6
H 4.2140 -1.5901 2.4303 0.2 0.0 -0.1
H 5.4814 3.2387 6.7531 -0.5 0.1 -0.4
H -4.4553 0.3445 -8.2054 0.6 -0.1 0.6
H -2.1047 0.1786 3.2681 0.2 0.1 0.0
H -0.2056 5.1749 12.4825 0.1 0.1 0.2
H -12.1299 1.0741 -3.3234 0.0 -0.1 0.2
H 10.1154 -11.8384 -0.4528 0.1 -0.1 0.1
H 10.4504 -1.0527 -11.0222 0.2 0.1 0.3
H 11.0509 -0.7309 -8.6372 0.0 0.2 0.3
H 1.1555 2.3843 -0.4400 -0.4 -0.2 0.3
H -8.0755 4.6282 -2.3521 -0.9 0.0 0.1
H -3.5098 8.1427 7.0931 0.4 0.4 -0.3
H 6.4570 -0.9262 -6.2857 0.3 -0.3 0.6
H -1.1729 6.9201 7.8010 0.0 0.6 -0.3
H 6.5769 -8.1322 -1.5566 0.9 0.0 0.4
H 11.3731 -9.5576 1.2492 0.9 -0.3 -0.6
H 4.0386 -1.2192 -12.6840 0.2 0.3 0.1
H 5.0678 1.6798 5.8616 -0.3 0.7 -0.5
H -9.3448 4.4399 0.2195 0.2 -0.1 0.0
H -5.5753 3.6030 -11.1014 0.1 0.2 -0.2
H 3.7904 2.4197 6.9441 -0.1 0.9 -1.0
H -4.7218 1.3956 -12.5949 -0.2 -0.2 0.0
H 6.3711 -9.8379 -2.0452 1.2 0.2 -0.5
H -2.6450 -1.9476 1.8390 -0.5 0.5 0.2
H 7.6208 -0.6942 10.9349 -0.3 -0.5 -0.1
H 7.3295 -1.2017 12.6268 0.0 -0.3 -0.1
H -11.0220 7.9575 -2.4503 0.0 0.1 0.1
H -12.2485 7.2900 -3.4938 0.1 0.0 -0.2
H 0.8236 -2.7594 8.2371 -0.2 -0.1 0.4
H -4.1992 8.2676 13.1390 -0.1 0.0 0.1
H -10.1095 1.2580 -9.0907 0.0 -0.3 0.0
H 5.1519 -2.4725 -13.1800 -0.4 -0.2 -0.2
H -7.5377 3.0702 -1.8000 -0.5 -0.3 -0.2
H 5.3591 -2.4818 -8.5620 0.3 -0.1 -0.5
H 10.1125 0.6499 -9.2968 0.2 0.4 0.8
H -3.0151 7.7384 11.1914 -0.2 0.2 0.1
H 2.5190 -0.6971 8.1057 0.1 -0.2 -0.2
H 5.0749 1.9467 8.8733 -0.3 0.5 0.0
H 4.9586 -10.3927 -0.1978 0.4 -0.1 -0.1
H 7.0903 -2.5530 -6.8041 0.0 0.1 0.2
H -3.6207 6.6567 13.5519 0.0 0.1 0.2
H 1.8217 -1.8539 2.5534 0.0 -0.1 0.1
H 0.4049 5.8255 9.6345 -0.1 -0.1 -0.3
H -8.9599 0.9355 -7.7845 0.0 0.0 0.1
H 1.6133 0.3357 -1.4821 0.1 -0.2 -0.2
H -1.9168 1.1536 1.8186 -0.6 0.1 -0.1
H -7.2360 4.4307 -0.8906 0.0 0.2 0.4
H -5.3178 -1.7427 -7.3769 -0.2 -0.1 0.1
H 0.2354 0.3417 -2.5923 -0.4 0.0 0.3
H 5.8791 -9.0830 4.4272 0.4 0.1 -0.2
H -2.5109 -0.8990 0.4062 0.1 -0.1 -0.1
H 9.3206 -0.5243 -8.1747 0.1 0.0 -0.1
H 4.1965 -2.0117 0.6884 0.3 0.3 0.0
H 7.1452 -0.9937 -12.9959 -0.1 -1.2 0.3
H 7.9024 -10.3811 3.3925 0.6 0.7 0.0
H -6.2077 -0.9760 -6.0479 0.2 0.1 0.1
H -11.2540 1.3107 -0.3275 0.0 0.1 0.0
H 4.8043 -1.1256 -14.2818 0.1 0.0 0.0
H 2.3664 -3.2222 1.5528 -0.1 0.1 0.0
H 4.4120 -9.2279 -1.3845 -0.1 0.0 -0.1
H 5.1364 -9.4231 2.8412 -0.3 0.5 0.2
H 4.8166 -0.9002 12.3518 -0.2 0.6 -0.2
```
Positions in Å, forces in eV/Å.

Entry from the OMol25 dataset: 9 unconnected molecules or ions with the total composition C42H107N5O14 at a distorted geometry (ωB97M-V/def2-TZVPD).

Frontier orbital gap   9.299 eV

XYZ file:
```
168
Properties=species:S:1:pos:R:3:forces:R:3
O 6.1246 -0.9435 -1.2854 -0.4 -0.1 -0.4
O 4.3596 2.7728 1.5603 -1.6 -0.5 1.0
O -3.1447 0.7970 3.9039 -1.2 1.9 0.5
O -3.5385 4.3939 -1.3645 -0.4 -0.9 -0.7
O 0.8989 3.1985 4.5445 0.2 0.0 0.4
O -1.1725 -1.2759 -5.6355 0.1 0.8 1.7
O -8.2619 2.2598 7.6987 -2.0 -0.1 0.1
O -1.2669 -6.0895 3.6504 -0.6 -1.7 -0.9
O 3.6817 2.9590 -3.7290 -1.8 -0.6 0.8
O -3.5537 -0.5428 -0.5243 0.6 0.3 0.5
O 1.0976 -1.6766 -1.2819 0.1 -1.1 0.4
O 4.1378 -3.0216 -7.3082 -1.0 -0.2 0.1
O 1.1801 -4.3847 -2.4037 2.6 1.3 -0.5
O 4.2298 0.1514 1.7480 0.0 -2.2 -0.1
N 1.4123 3.6440 1.8802 -1.9 -0.3 -0.3
N -5.4168 1.1608 5.6225 0.1 0.3 -1.2
N -3.9225 1.9473 -3.2652 0.6 -0.1 0.8
N 1.9771 -0.4108 -3.7889 -0.1 0.9 1.0
N 4.5010 -1.9325 -3.7006 0.3 0.6 -0.1
C -0.0357 -4.9926 -2.5077 -0.1 -1.1 0.9
C 4.1386 -0.2572 3.1162 -1.5 0.8 0.0
C 3.9684 -1.7683 3.2620 1.1 0.0 -1.1
C -2.4683 0.2017 2.8628 0.1 -0.9 -0.1
C 5.0883 -4.0578 -7.4784 1.0 1.2 0.8
C -3.5831 4.4047 -2.7938 -1.0 -1.0 0.3
C -4.7570 2.2557 4.8695 -0.8 -1.2 -1.0
C -0.2036 0.2391 -0.8806 -0.7 0.0 0.2
C 2.2864 0.9842 -4.0945 -1.0 0.3 0.5
C -6.1826 1.6211 6.7727 0.7 -0.9 0.2
C -3.3459 -1.9428 -0.4571 -0.6 0.3 -1.0
C 2.0571 3.0269 0.7441 2.0 -0.3 0.4
C -1.0044 -4.1539 -3.2555 -0.9 0.4 -0.6
C 3.5462 3.4566 0.6023 -0.3 -0.3 -0.8
C 3.3320 1.6385 -3.1787 0.9 0.7 -0.7
C -4.4788 3.2866 -3.3489 1.0 0.9 0.4
C -0.2067 3.3289 3.6888 -0.5 0.4 0.2
C -3.8940 1.4469 -1.8549 -0.5 -0.4 -0.6
C -4.1704 1.7500 3.5130 -0.4 -0.8 2.1
C 0.1937 2.8525 2.3302 1.8 1.0 -0.5
C -3.9093 -0.1048 -1.8056 -0.3 1.8 -0.3
C 0.3190 -1.5644 0.9486 -0.3 0.8 -0.3
C 4.8414 -1.6194 -1.2065 0.2 0.7 -0.1
C 5.7099 3.1012 1.5825 0.1 1.5 -0.8
C 0.8184 -0.7237 -0.2723 -0.5 -0.7 0.5
C 1.1089 -1.0928 -4.7108 -0.5 -0.5 -0.3
C 4.2461 -2.8370 -4.8383 -0.1 0.4 0.6
C -3.1022 -4.8760 2.3555 1.2 -1.0 1.5
C 4.6617 -2.5908 -2.3839 0.2 0.8 -0.3
C 2.9402 0.4383 3.7713 0.7 -0.3 0.1
C -1.1091 -3.8112 3.4496 -0.3 1.8 -0.4
C -7.6634 1.8554 6.4902 0.9 1.0 -0.7
C -2.5675 -1.0833 -5.3738 0.4 -0.3 -0.1
C 6.3872 0.1501 -0.4138 0.0 -0.2 0.3
C -9.7122 2.4875 7.5658 1.2 0.1 -0.6
C -0.4686 -5.2741 -1.0572 -0.5 -1.3 -0.9
C -2.7151 5.4028 -0.9237 0.6 1.1 0.9
C 5.0295 3.2577 -3.7874 1.0 -0.7 -0.8
C -2.0733 -4.9360 3.5459 0.3 0.9 -0.1
C 0.6590 3.4578 5.8973 0.0 -0.7 1.3
C -0.4019 -0.8659 -4.4738 0.7 -0.1 -0.2
C 4.3537 -2.1206 -6.2287 -0.5 -1.2 0.9
H -1.1038 2.8181 4.0388 0.1 -0.7 0.3
H -0.5931 0.1566 -4.1481 -0.1 0.6 -0.7
H -1.2755 -6.0034 -1.1294 -0.6 0.3 0.6
H -3.2494 -0.4329 -2.6088 0.3 -0.5 0.1
H 5.5559 3.3135 -2.8346 -0.1 -0.3 0.3
H -2.0241 -0.6927 3.2996 0.3 0.0 -0.2
H -2.8979 -1.7146 -4.5490 0.0 -0.5 0.0
H 6.0339 -3.5177 -7.4299 0.7 -0.3 -0.7
H 3.0418 1.7781 -2.1374 -0.7 0.0 0.0
H 4.8624 -2.2481 2.8638 0.2 -0.2 0.0
H -0.5350 -2.1657 0.6369 0.1 -0.3 -0.2
H -7.7235 2.6215 5.7172 -0.2 0.7 0.0
H 4.9286 -3.6820 -4.7475 0.0 -0.3 -0.4
H -4.7522 0.4187 5.7884 -0.1 0.1 0.3
H 1.7592 -0.2563 0.0183 0.0 0.5 0.1
H -3.0051 6.3746 -1.3233 0.2 0.2 -0.7
H 2.9289 0.0805 4.8008 -0.2 0.4 0.2
H -5.4277 3.4134 -2.8277 -0.5 -0.2 -0.2
H -3.1074 -1.3228 -6.2899 0.0 -0.1 0.1
H 3.2281 -3.1807 -4.6546 0.0 -0.4 -0.5
H -4.5327 1.3653 -3.8212 0.0 -0.4 0.0
H -0.5401 4.3661 3.6564 0.2 0.5 -0.2
H -0.7258 -4.3444 -0.5496 -0.3 0.0 -0.1
H 1.4671 3.0378 6.4962 0.4 0.1 -0.3
H -6.1569 0.8703 7.5625 0.2 -0.2 0.0
H -2.6061 -4.8795 4.4952 -0.5 0.2 -0.1
H 3.6610 4.5406 0.6003 0.1 0.2 0.6
H -4.9676 1.2360 2.9760 -0.1 -0.3 0.0
H 0.1892 -5.8696 -3.1147 -0.4 -0.6 0.4
H 3.1646 -2.1387 2.6258 -0.3 0.2 0.2
H 4.6833 -2.1614 -0.2742 0.6 -0.3 0.2
H 1.0874 -2.1852 1.4092 0.2 -0.2 -0.5
H -4.9364 -0.3654 -2.0609 -0.2 -0.7 0.0
H -2.5878 -2.2400 -1.1817 0.2 -0.1 -0.1
H 5.3038 -1.5973 -6.3355 0.4 0.0 0.0
H 2.1778 1.9472 0.8320 -0.4 -0.6 0.4
H -3.7939 -4.0554 2.5459 -0.2 -0.3 0.2
H 5.1946 -4.7516 -6.6445 -0.7 -0.3 0.1
H -1.6436 -2.8904 3.2162 -0.1 0.3 0.2
H 4.2180 1.0107 -3.0837 0.3 -0.1 -0.4
H -4.2992 -2.3614 -0.7797 0.0 -0.8 0.3
H -3.1833 -0.1240 2.1073 0.2 0.1 -0.5
H -0.1992 2.9253 6.3074 -0.5 -0.2 -0.4
H 6.3200 2.5121 2.2672 -0.5 -0.2 0.0
H 5.5671 0.8555 -0.2796 -0.5 -0.4 -0.1
H 2.5113 1.1314 -5.1508 0.6 0.0 -0.2
H -1.9051 -4.6923 -3.5504 -0.3 -0.1 0.5
H 5.4454 2.4948 -4.4455 0.9 -0.2 0.2
H 0.2995 -5.7711 -0.4647 0.3 0.1 -0.3
H 3.7619 -3.1732 -2.1855 0.0 -0.1 0.0
H 5.0151 0.1239 3.6401 0.4 -0.4 0.2
H 1.1190 -3.6802 -1.7544 0.1 0.6 0.1
H 0.5421 4.4867 6.2377 0.1 0.5 -0.7
H 5.7292 4.1565 1.8547 0.7 0.2 0.2
H 3.5500 -1.3861 -6.2807 0.1 0.0 -0.1
H -1.6774 0.8462 2.4793 0.0 0.0 -0.4
H -3.9952 2.7493 5.4729 0.2 0.3 -0.1
H -1.6686 5.1609 -1.1091 0.2 0.3 -0.2
H -0.6236 -1.3870 -3.5424 -0.6 -0.7 -0.2
H -9.8954 3.4151 7.0235 0.2 0.1 -0.2
H 3.8543 -2.1281 4.2846 -0.2 0.4 0.0
H 1.3343 -1.1991 -2.0804 0.3 0.5 -0.8
H 4.1689 1.1012 1.6223 0.0 0.6 0.6
H 0.5278 1.8150 2.3252 -0.5 -0.4 0.2
H -0.6232 -3.8195 -4.2204 0.4 0.2 0.2
H -3.0377 1.8165 -1.2909 0.0 0.1 -0.3
H 0.0871 0.6825 -1.8329 0.8 0.3 0.2
H -0.5869 1.0110 -0.2133 0.3 0.1 0.2
H 3.1259 1.5105 3.7075 -0.5 0.1 0.3
H 1.9895 0.1597 3.3167 0.0 0.1 -0.2
H -2.6559 -4.6775 1.3811 0.3 -0.3 0.1
H 6.7153 -0.2034 0.5636 -0.3 -0.1 0.2
H -5.6480 2.4847 7.1682 -0.6 0.5 0.3
H 1.3565 -0.8899 -5.7527 -0.1 0.2 -0.3
H -0.5685 -3.6367 4.3798 0.3 -0.1 -0.1
H -1.2384 -3.3027 -2.6161 -0.3 0.2 -0.3
H 4.9447 -4.5862 -8.4208 -0.2 0.3 0.1
H 2.0132 3.7254 2.6880 0.3 -0.2 -0.1
H 5.5332 -3.2447 -2.4186 0.1 -0.4 0.2
H -10.2387 2.6047 8.5130 0.6 -0.3 0.3
H 2.8190 -0.9516 -3.6518 0.5 0.0 -0.2
H -10.1599 1.6793 6.9875 0.0 -0.2 0.1
H 7.2078 0.7808 -0.7558 0.2 -0.4 -0.7
H 1.3411 -2.1412 -4.5235 -0.4 -0.3 -0.3
H -0.4600 -3.9298 2.5820 0.3 -0.3 0.2
H -4.5135 3.5588 -4.4038 -0.6 -0.2 -0.1
H 1.3514 1.5297 -3.9672 -0.1 0.3 0.0
H -0.0624 -0.9910 1.7936 0.0 0.6 -0.2
H -2.8177 5.6213 0.1393 -0.2 -0.8 0.3
H -5.5667 2.9297 4.5897 0.2 0.5 0.2
H -3.5526 -5.8668 2.4163 -0.6 0.2 -0.6
H -4.8120 1.8441 -1.4218 0.0 -0.1 0.8
H 1.5286 3.1274 -0.2040 -0.1 0.6 0.0
H -4.0724 5.3396 -3.0670 0.3 0.3 -0.4
H 5.2569 4.1932 -4.2985 -0.7 0.2 0.0
H 3.9422 3.1204 -0.3559 -0.3 0.0 -0.5
H 4.0469 -0.8753 -1.1493 -0.2 0.3 -0.4
H -3.9002 2.5810 2.8615 0.9 0.1 0.1
H -3.0296 -2.2892 0.5267 -0.3 0.4 0.1
H -1.0939 -0.2956 -1.2119 -0.1 -0.5 0.4
H 6.0983 3.0216 0.5671 0.4 -0.1 -0.1
H -0.4172 -5.8938 4.0521 -0.1 0.3 0.0
H -8.0935 1.0156 5.9445 -0.3 -0.7 0.7
H -2.8307 -0.0755 -5.0529 0.3 0.4 -0.2
H -0.6592 3.0020 1.6682 0.2 0.0 -0.3
H 5.3478 -1.4309 -3.9272 0.3 0.3 0.3
H -2.6214 4.2587 -3.2858 0.5 0.4 0.3
```
Positions in Å, forces in eV/Å.